No. 1
A 8-piece molecular cluster, C33H66N5O14 overall at a distorted geometry. Source: OMol25; level of theory: ωB97M-V with the def2-TZVPD basis set.

## Properties
Gap between HOMO and LUMO (alpha / beta) in eV: 3.07 / 3.11
LUMO energy (alpha / beta) in hartree: 0.0924 / 0.0926

ORCA input file:
```
! RIJCOSX wB97M-V def2-TZVPD def2/J DEFGRID3
* xyz -2 2
C 3.9717 -0.5935 2.4522
H -0.4730 0.6867 2.5857
H -3.6839 2.1221 0.0689
C 2.8134 0.4069 -3.4667
C 1.8884 -3.4656 0.5928
H -3.1889 -2.7827 -1.3461
C -1.4718 5.2624 -4.2127
H -1.8242 0.7601 -0.1411
H -6.8048 -0.4194 0.4809
H -1.5946 -0.8924 0.4335
H -4.5173 -5.8602 1.4306
H 1.5621 4.2493 5.5300
H 0.3117 0.2377 4.1146
O -5.2915 0.6893 -0.0674
C 4.9776 -1.0586 3.4789
H 2.1767 -4.8607 -0.7626
H 0.3796 4.8490 2.7250
N 2.5073 -3.9110 -0.6689
C -0.4938 3.1526 -3.2917
H -5.6565 5.3053 -0.9659
H -6.0369 1.4683 -1.7546
C 3.0572 -2.0973 -3.4487
C -3.1767 -6.9254 0.2889
C 3.3572 2.7861 -3.5210
H -0.7706 4.4498 0.8335
C -5.9343 -0.5131 -0.1683
H 4.7601 -2.0588 3.8535
H 4.4244 1.4211 3.0491
H -0.9200 2.8194 0.2710
H 1.2094 4.9620 -2.7264
H 5.0546 -0.3936 4.3391
O -4.0388 -3.5621 0.5257
H 1.7476 0.3705 -3.6924
H -1.9556 -0.4740 -1.1791
H 3.6672 -2.8264 -2.9154
H -0.1254 -3.3409 -0.3057
C -3.7660 -5.8020 0.6570
N 3.0739 4.0743 2.5518
H -3.7315 2.7119 -1.2772
H -0.2456 3.4604 3.6222
H 4.3307 -0.6218 -2.5276
O 3.8535 -3.6790 1.9349
H 5.2093 0.7711 1.9140
H -5.2228 4.1868 -2.2824
H -1.8531 1.4580 -3.3403
C 2.5557 -4.2441 1.7162
H -1.3745 -5.6840 -2.4160
C 0.5628 3.8045 2.9772
C 2.2574 4.5482 4.7455
O 0.0661 0.0165 -0.4918
C -2.0169 -5.7509 -1.5504
N 2.7542 -0.8894 -1.2816
O -3.8101 5.2764 -4.6816
O -3.4122 -8.0502 1.0437
O 0.2957 2.5128 -2.5848
H -5.5963 3.4174 0.6518
H 2.2061 -1.6274 3.4103
C -3.5112 -4.5513 0.0478
O 0.7979 5.2131 -3.5566
H 3.4598 -4.0563 -0.3661
H -2.7527 -8.6914 0.7691
H 4.3005 2.8410 -4.0643
H 3.9015 3.9741 3.1221
H -4.8033 3.1957 -4.4022
C 4.5426 -4.6538 2.7761
C -5.7073 4.2723 -1.3097
H 3.2759 0.3996 -4.4536
H 3.1861 -1.9939 -4.5261
O 0.3772 2.9642 1.7555
C -2.8752 3.1305 -4.0140
O -1.5887 -8.0405 -1.2112
H 4.6720 -5.5746 2.2073
C -1.3166 -0.1826 -0.3455
N -3.9235 3.0169 -0.3337
C -6.0260 1.7169 -0.6934
H 2.0421 -4.1101 2.6682
H 2.1905 2.6303 3.7904
C 2.5323 -0.6200 3.1517
N 4.2577 0.8300 2.2473
C -2.8237 4.6530 -4.3333
C -0.8346 3.4177 1.1781
C 2.0023 3.6665 3.5096
O -2.6489 -3.4418 -1.7883
H -1.2707 6.2811 -4.5097
H -5.1324 -1.1483 0.2081
C -5.3716 3.0730 -0.3577
H 2.5332 -0.1940 4.1550
H -1.7758 3.2084 1.6865
C 3.2713 -0.8055 -2.7065
H 2.0590 -2.5210 -3.3376
H -6.7799 4.2198 -1.4967
O 3.2156 1.5825 -2.7511
H 0.1265 -4.7992 0.7946
H 2.5389 -5.2839 1.3895
H 4.0359 -4.9207 3.7036
H 3.2547 4.4066 5.1621
H 2.8575 -1.8527 -0.9962
H -0.1383 -3.2301 1.3781
H 1.9427 -2.3963 0.7973
C -1.7724 2.5033 -3.5996
O -4.1267 2.5976 -4.0766
H 3.1501 3.5980 -2.8239
H 1.7454 -0.9223 -1.3185
H 2.1307 5.6083 4.5258
C 0.3680 -3.7600 0.5713
C 0.3550 0.1346 3.0303
H -6.1056 -0.8109 -1.2028
C -2.7177 -4.6342 -1.1714
H 3.8890 -1.0886 1.4846
H -7.0749 1.7418 -0.3978
C -2.1662 -7.0019 -0.8491
H 3.0884 5.0778 2.4385
C -0.3940 4.5813 -3.7150
H 2.5731 2.9155 -4.2671
H 5.5146 -4.2326 3.0325
O 1.5644 0.2029 2.3623
H -0.1194 -0.8197 2.8014
H 5.9607 -1.1691 3.0212
*
```

No. 2
A 3-piece molecular cluster, C33H66N6O7P2S overall at a distorted geometry. Source: OMol25; level of theory: ωB97M-V with the def2-TZVPD basis set.

## Properties
Gap between HOMO and LUMO in eV: 7.31
LUMO energy in hartree: -0.0168
SMILES: CCSC[C@H]1C(=O)O[C@@H](COC)[C@]1(CCCOC(C)=O)Cc1ccccc1.CN(C)P(=O)(N(C)C)N(C)C.CN(C)P(=O)(N(C)C)N(C)C

ORCA input file:
```
! RIJCOSX wB97M-V def2-TZVPD def2/J DEFGRID3
* xyz 0 1
N 9.4747 -0.6714 -0.0933
H 8.9819 2.5208 -0.9528
H 0.6720 5.8947 0.2769
C 0.3328 0.2117 -1.1183
H -6.0314 -3.3182 1.0002
H -2.6793 -4.6886 0.8293
C 0.0664 3.3707 -0.6158
H -9.4190 -0.7730 -0.5449
H 5.1027 1.1688 -1.5876
H 0.9518 -0.6909 -1.0652
H -0.0248 -0.6343 6.1765
C 10.4391 -1.7311 -0.3589
C -2.6836 2.8978 1.7010
H -1.5402 0.7657 -2.1443
C -1.8439 1.7947 1.8575
H -0.4789 3.0167 -1.4983
H -1.5493 2.0850 5.2425
H 1.4266 -2.2895 4.4667
S -0.1852 -1.9189 2.7199
H -9.4423 -1.9877 -2.6451
H 7.5486 1.7126 0.8154
H 10.8728 0.9272 0.0815
C -1.8425 2.2986 4.2130
H 2.0244 -1.4897 1.9958
H -1.4624 -4.6826 -0.5171
N -7.0454 -3.1088 -0.8502
H -5.4704 -0.2459 0.7633
H 9.7071 2.7837 -2.5148
C -1.4241 1.5086 3.1543
H 1.0353 -1.8682 0.6021
H -9.0441 -1.2057 -4.1313
H -1.3188 -1.0787 5.0437
O -1.2017 -2.0606 -0.5011
C 8.9325 2.2104 -1.9947
N 7.0353 0.6322 -0.9265
H -6.2030 1.1061 -0.1203
H 9.7068 -0.5294 -3.7315
H 0.9293 0.9539 -1.6725
C -1.5000 0.9920 0.6053
H 11.2047 -1.4079 -1.0812
H -0.4769 -0.2962 -3.0331
C -8.3694 -3.4880 -0.4168
H -3.0226 3.1484 0.6918
H 1.0195 0.6777 2.3363
C 0.9780 0.2352 1.3293
O 7.4854 -1.7391 -0.9868
N 9.2189 0.7960 -2.1516
H 10.5980 -0.0300 1.5391
H 5.8935 -0.0628 -2.5685
C -0.3586 -1.4003 5.4671
C 0.6581 -1.5231 4.3058
H -0.5911 3.9571 0.0478
C 1.4497 5.1488 0.0335
H -2.7325 -1.0107 -1.3727
O 3.3528 0.2011 0.5995
H -0.7701 0.6644 3.3483
H 1.2005 -0.5702 4.1897
H -7.6754 0.6536 -4.0369
C 2.3058 0.7871 0.6990
H 9.3901 1.1075 1.0489
H -0.4559 -2.3820 5.9420
C -2.2092 -2.7550 0.1326
C 1.0503 -1.2828 1.5229
H -2.0858 1.4151 -0.2190
P -6.5336 -1.5757 -1.4329
O -2.9479 -2.2237 0.9282
C -2.6934 3.3773 4.0432
H -8.9603 0.3010 0.7474
H 1.7371 4.6372 0.9657
C -6.0386 -3.7440 -0.0137
O 2.1155 2.0628 0.2155
C -6.4193 0.2526 0.5344
C -2.3970 -4.2580 -0.1354
C 5.7503 0.2908 -1.5426
C 9.3627 0.5009 -3.5919
C -8.5971 -1.7373 -3.2889
H -6.1847 0.5626 -3.1031
C -8.6512 -0.0661 -0.2363
N -7.6427 -0.8831 -2.5942
H 5.2276 -0.4939 -0.9906
H -3.2191 -4.3320 -0.8563
C 6.8016 0.9961 0.4656
H -5.0488 -3.6094 -0.4436
H -8.6275 -3.0922 0.5767
C -3.1077 3.6885 2.7533
P 8.2951 -0.5045 -1.3347
H -3.7695 4.5248 2.5308
H -8.4364 -4.5778 -0.3567
C 0.0053 0.8553 0.2854
C -1.7159 -1.3515 -1.6379
N -7.3523 -0.7011 -0.1055
H 10.9390 -2.0429 0.5608
H 0.5613 2.6427 1.2845
C 0.6852 2.2488 0.2541
O -5.5524 -2.0873 -2.4742
H -8.1437 -2.6620 -3.6651
H -6.8201 0.6263 1.4778
H 2.3324 5.7138 -0.2970
H 10.1043 1.1524 -4.0578
H 7.9639 2.5042 -2.4078
H -8.6510 0.7826 -0.9255
H 6.7918 0.1285 1.1354
H -1.8503 -1.9870 -2.5263
C -6.9654 -0.0382 -3.5777
H -1.8777 -0.0298 0.7795
H -3.0561 3.9900 4.8653
H -6.4926 -0.6277 -4.3713
H -9.1423 -3.1969 -1.1232
H 9.9418 -2.6152 -0.7617
C 10.1047 0.3887 0.6572
H 5.8499 1.5194 0.5683
H -6.2051 -4.8214 0.0624
C -0.8815 -0.1045 -2.0272
O 1.0945 4.2803 -1.0157
H 8.4101 0.6130 -4.1243
*
```